This record from the Open Molecules 2025 dataset describes 2 unconnected molecules or ions with the total composition C25H22O3S in a non-equilibrium geometry. The level of theory is ωB97M-V/def2-TZVPD.

```
! RIJCOSX wB97M-V def2-TZVPD def2/J DEFGRID3
* xyz 0 1
C 5.9263 1.3334 1.3260
C 4.8301 1.3934 2.1870
C 3.5335 1.2792 1.6811
C 3.3406 1.0521 0.3094
S 1.6739 1.0918 -0.3917
C 0.7063 -0.3032 0.1568
C -0.1111 -0.0015 1.3438
O 0.0500 -0.5479 2.4464
C -1.2402 0.9874 1.1139
C -1.4648 1.7284 -0.0587
C -2.4642 2.6949 -0.1315
C -3.3333 2.9058 0.9427
C -3.1585 2.1211 2.0905
C -2.1295 1.1875 2.1834
O 1.1733 2.3296 0.1863
O 1.8149 0.9357 -1.8336
C 4.4381 1.0494 -0.5612
C 5.7300 1.1772 -0.0454
H 6.9283 1.4488 1.7229
H 4.9641 1.5552 3.2563
H 2.6608 1.3781 2.3311
H 1.4065 -1.1325 0.2131
H -0.8514 1.5444 -0.9356
H -2.5468 3.2995 -1.0358
H -4.1178 3.6726 0.8723
H -3.8194 2.2901 2.9345
H -1.9688 0.6335 3.1062
H 4.2526 0.9680 -1.6331
H 6.5675 1.1761 -0.7412
C -1.4084 -2.6666 0.6513
C -0.4682 -3.8950 0.9716
C 0.5162 -3.8528 -0.1339
C 0.3608 -2.7486 -0.9620
C -0.7309 -1.9468 -0.4836
C -1.5780 -1.1605 -1.3555
C -1.1480 -0.7932 -2.6386
C -1.9866 -0.0823 -3.4931
C -3.2541 0.3073 -3.0569
C -3.7179 -0.0415 -1.7807
C -2.8844 -0.7894 -0.9388
H -2.3759 -3.0656 0.3249
H -1.6226 -2.0299 1.5121
H -0.0402 -3.8045 1.9769
H -1.1074 -4.7837 0.9294
H 1.3032 -4.5961 -0.2443
H 1.0084 -2.4349 -1.7831
H -0.1442 -1.0779 -2.9575
H -1.6494 0.1422 -4.5057
H -3.9154 0.8793 -3.7135
H -4.7058 0.2505 -1.4182
H -3.2424 -1.0582 0.0631
*
```

As for the strongest force on any atom: 2.760 eV/Å. For the LUMO energy, the calculation gives -0.04255 hartree. Its total energy is -43256.0803 eV. The HOMO energy comes out at -8.2 eV.

This record from the Open Molecules 2025 dataset describes a single C5H3N molecule in a non-equilibrium geometry. The level of theory is ωB97M-V/def2-TZVPD.

```
! RIJCOSX wB97M-V def2-TZVPD def2/J DEFGRID3
* xyz 0 1
C -0.4327 -0.9621 -0.0122
C 0.8309 -1.2843 0.2145
C 1.8137 -0.5388 -0.1999
C -0.7096 0.5793 0.1005
C 0.5583 1.2466 0.0699
N 1.7062 0.8318 -0.0738
H -1.1903 -1.5552 -0.4953
H -1.4171 0.8786 -0.6764
H -1.1594 0.8040 1.0727
*
```

As for the strongest force on any atom: 2.131 eV/Å. For the LUMO energy (spin up / spin down), the calculation gives -0.02719 / -0.02679 hartree. Its total energy is -6715.5313 eV. The HOMO energy (spin up / spin down) comes out at -7.7 / -8.4 eV.

This record from the Open Molecules 2025 dataset describes 2 unconnected molecules or ions with the total composition C8H13PS2 in a non-equilibrium geometry. The level of theory is ωB97M-V/def2-TZVPD.

```
! RIJCOSX wB97M-V def2-TZVPD def2/J DEFGRID3
* xyz 0 1
C 2.6373 1.5864 4.6522
C 0.0781 1.4892 0.5940
C -0.6870 -1.4658 -2.3349
C -1.7468 -0.3038 -2.2891
C -0.2095 -2.0184 -1.0274
C -1.1265 0.7995 -1.4930
C 0.4021 -0.8599 -0.1918
C -0.5623 0.3583 -0.0835
P 1.5858 1.8051 3.3664
S 0.4209 2.9775 0.7780
S 0.6077 0.0879 3.1135
H 2.9617 2.3798 5.2300
H 2.7624 0.7402 5.2132
H -0.9860 -2.1261 -3.1195
H 0.2898 -1.0984 -2.7976
H -2.0238 0.1759 -3.2162
H -2.5953 -0.6800 -1.7793
H -0.9373 -2.3988 -0.4169
H 0.6394 -2.6288 -1.1749
H -0.3276 1.0217 -2.0794
H -1.9187 1.6495 -1.4881
H 0.7797 -1.0194 0.7975
H 1.3215 -0.3486 -0.6969
H -1.3657 -0.1230 0.4437
*
```

As for the strongest force on any atom: 3.799 eV/Å. For the LUMO energy (spin up / spin down), the calculation gives -0.04418 / -0.04431 hartree. Its total energy is -39461.7629 eV. The HOMO energy (spin up / spin down) comes out at -7.4 / -7.4 eV.

This record from the Open Molecules 2025 dataset describes a molecular structure, C19H17Cl5N2Pd in a non-equilibrium geometry. The level of theory is ωB97M-V/def2-TZVPD.

```
! RIJCOSX wB97M-V def2-TZVPD def2/J DEFGRID3
* xyz 2 5
C 1.6876 1.1686 2.2530
C 3.1148 -0.7973 -0.8059
H 1.5684 2.1535 1.7980
H 2.7060 1.1412 2.6948
H 0.9297 0.9690 3.0069
H 2.8150 -1.2318 -1.7656
H 3.2278 0.2949 -1.0093
H 4.1039 -1.1607 -0.4618
C -0.9628 2.0441 1.1058
C -1.8886 3.1033 1.0543
C -2.3274 3.5248 -0.1937
C -1.7944 2.9122 -1.3267
H -0.6482 1.6293 2.0668
H -2.2297 3.5384 1.9927
H -3.0621 4.3124 -0.2956
H -2.1291 3.1772 -2.3181
N -0.3763 1.5302 0.0244
C -0.8146 1.9031 -1.1860
C -0.3434 1.1060 -2.3464
N 0.6062 0.1690 -2.1562
C 0.7228 -0.8215 -3.0356
C -0.7772 0.2494 -4.5629
C 0.1014 -0.7932 -4.2970
H 1.3279 -1.6897 -2.7408
H 0.3133 -1.5881 -5.0023
C -1.0174 1.2017 -3.5842
H -1.7314 2.0031 -3.7248
H -1.2743 0.3288 -5.5245
Pd 1.9233 -0.1001 0.7180
C 2.0599 -2.1408 0.1591
H 2.7024 -2.7926 -0.4778
H 1.0603 -2.1467 -0.2895
H 2.0788 -2.5564 1.1849
Cl 2.0030 -1.4620 3.7200
C 0.3807 -1.4760 3.0587
C 0.1681 -1.0998 1.7477
C -1.0221 -1.4784 1.1541
Cl -1.2889 -1.3330 -0.5319
C -2.0744 -2.1035 1.8835
Cl -3.4937 -2.6323 1.0804
C -1.9168 -2.2799 3.2747
Cl -3.2080 -2.9308 4.1761
C -0.6909 -1.9239 3.8894
Cl -0.5296 -1.9219 5.5937
*
```

As for the strongest force on any atom: 4.063 eV/Å. For the LUMO energy (spin up / spin down), the calculation gives -0.25292 / -0.38788 hartree. Its total energy is -89025.0646 eV. The HOMO energy (spin up / spin down) comes out at -14.5 / -14.6 eV.

This record from the Open Molecules 2025 dataset describes a molecular structure, C4H8N3 in a non-equilibrium geometry. The level of theory is ωB97M-V/def2-TZVPD.

```
! RIJCOSX wB97M-V def2-TZVPD def2/J DEFGRID3
* xyz 1 3
C -1.5670 1.0775 0.0831
C -1.5581 -0.9405 0.0274
C -0.5533 0.1499 0.3835
C 3.1776 -0.1698 -0.0866
N 0.8586 0.3626 0.0839
N 1.8903 -0.0455 0.5754
N -2.5753 0.0541 0.1520
H -1.9150 1.9351 0.7301
H -1.3911 1.3878 -0.8579
H -1.6009 -1.4358 -0.9607
H -1.5475 -1.7335 0.8460
H 3.9152 0.4608 0.3381
H 3.0956 -0.0542 -1.1480
H 3.2219 -1.1805 0.1755
H -3.4509 0.1320 -0.3419
*
```

As for the strongest force on any atom: 5.706 eV/Å. For the LUMO energy (spin up / spin down), the calculation gives -0.20318 / -0.28466 hartree. Its total energy is -8733.8938 eV. The HOMO energy (spin up / spin down) comes out at -12.8 / -13.3 eV.